Entry 1:
Here is a molecular structure, C4H8BrIO3S from the OMol25 dataset. Energies are from wB97M-V/def2-TZVPD.

Output
M   342.98 g/mol
HOMO level   -9.56 eV
Frontier orbital gap   0.354 Ha
ΔE to the lowest compared entry with this formula, charge and spin   42.0 kJ/mol
LUMO energy   0.07 eV

Geometry as ORCA input:
```
! RIJCOSX wB97M-V def2-TZVPD def2/J DEFGRID3
* xyz 0 1
C -0.52 0.02 -1.80
C 0.15 2.02 0.97
C -0.75 -1.09 -0.87
C 0.21 -0.95 0.72
O 2.24 0.71 0.06
O 1.70 0.50 2.40
O -0.48 -2.39 -1.32
S 1.19 0.60 1.06
Br -1.11 -0.86 2.21
I 1.65 -2.46 0.95
H -1.20 -0.04 -2.61
H 0.45 0.23 -2.12
H -0.86 0.86 -1.21
H 0.36 2.35 1.95
H 0.68 2.70 0.24
H -0.84 1.80 0.76
H -1.75 -0.92 -0.40
H -1.12 -3.08 -1.01
*
```

Charge distribution, natural (NBO) scheme, values in e: C -0.654; C -0.883; C 0.177; C -0.606; O -0.951; O -0.946; O -0.713; S 2.103; Br 0.037; I 0.289; H 0.235; H 0.243; H 0.207; H 0.269; H 0.271; H 0.243; H 0.181; H 0.498

---

Entry 2:
Here is a gas-phase ion, C4H8BrN4 (charge +1) from the OMol25 dataset. Energies are from wB97M-V/def2-TZVPD.

Output
M   192.04 g/mol
HOMO level   -14.04 eV
Frontier orbital gap   0.357 Ha
SMILES   Cn1nc[n+](N)c1CBr
ΔE to the lowest compared entry with this formula, charge and spin   38.3 kJ/mol
LUMO energy   -4.31 eV

Geometry as ORCA input:
```
! RIJCOSX wB97M-V def2-TZVPD def2/J DEFGRID3
* xyz 1 1
C -0.06 -0.18 -2.36
N -0.41 -0.49 -0.95
N -1.31 -1.37 -0.51
C -1.48 -1.21 0.74
N -0.61 -0.27 1.23
N -0.28 0.17 2.50
C 0.12 0.19 0.02
C 1.09 1.27 0.12
Br 2.88 0.33 0.00
H 1.06 -0.34 -2.63
H -0.64 -1.03 -2.81
H -0.55 0.69 -2.50
H -2.20 -1.78 1.22
H -0.18 -0.51 3.24
H 0.57 0.73 2.48
H 1.11 1.88 0.93
H 0.89 1.92 -0.70
*
```

Charge distribution, natural (NBO) scheme, values in e: C -0.425; N -0.108; N -0.216; C 0.196; N -0.138; N -0.610; C 0.396; C -0.478; Br 0.065; H 0.268; H 0.262; H 0.224; H 0.252; H 0.407; H 0.384; H 0.254; H 0.266

---

Entry 3:
Here is 2 unconnected molecules or ions with the total composition C4H8BrNS from the OMol25 dataset. Energies are from wB97M-V/def2-TZVPD.

Output
M   182.09 g/mol
HOMO level (alpha / beta)   -8.86 / -8.24 eV
Frontier orbital gap (alpha / beta)   0.318 / 0.261 Ha
ΔE to the lowest compared entry with this formula, charge and spin   229.3 kJ/mol
LUMO energy (alpha / beta)   -0.21 / -1.12 eV

Geometry as ORCA input:
```
! RIJCOSX wB97M-V def2-TZVPD def2/J DEFGRID3
* xyz 0 1
C 0.37 1.00 -0.78
C 1.23 1.99 -0.73
C 0.56 -1.46 -1.67
C 0.50 -0.50 -0.48
N -2.00 0.42 2.41
S -0.53 1.08 3.02
Br 2.93 2.33 -0.31
H -0.62 1.06 -1.06
H -0.45 -1.85 -1.95
H 1.03 -2.34 -1.15
H 1.01 -1.13 -2.58
H -0.37 -0.66 0.11
H 1.25 -0.74 0.20
H -2.37 -0.05 3.23
H -2.55 0.86 1.72
*
```

Charge distribution, natural (NBO) scheme, values in e: C -0.323; C -0.070; C -0.614; C -0.420; N -0.919; S 0.132; Br 0.155; H 0.212; H 0.204; H 0.217; H 0.220; H 0.210; H 0.204; H 0.398; H 0.393

---

Entry 4:
Here is 2 unconnected molecules or ions with the total composition C4H8Cl3PS from the OMol25 dataset. Energies are from wB97M-V/def2-TZVPD.

Output
M   225.51 g/mol
HOMO level (alpha / beta)   -8.09 / -8.72 eV
Frontier orbital gap (alpha / beta)   0.238 / 0.291 Ha
LUMO energy (alpha / beta)   -1.60 / -0.80 eV

Geometry as ORCA input:
```
! RIJCOSX wB97M-V def2-TZVPD def2/J DEFGRID3
* xyz 0 1
C -2.35 0.47 -0.75
C -0.24 -0.85 -0.27
C 0.09 2.00 0.97
C -0.91 0.35 -0.95
P -1.43 2.59 1.73
S -2.60 1.19 2.56
Cl -0.18 1.23 -2.24
Cl -1.30 4.21 2.90
Cl -2.29 3.58 0.19
H -2.69 1.20 -1.48
H -2.92 -0.47 -0.94
H -2.47 0.67 0.30
H 0.78 -0.54 -0.21
H -0.73 -0.85 0.73
H -0.68 -1.65 -0.87
H 0.42 1.05 1.38
H 0.66 2.76 0.43
*
```

Charge distribution, natural (NBO) scheme, values in e: C -0.790; C -0.712; C -0.896; C 0.259; P 1.112; S -0.527; Cl 0.068; Cl -0.231; Cl -0.272; H 0.242; H 0.243; H 0.292; H 0.243; H 0.253; H 0.245; H 0.232; H 0.240

---

Entry 5:
Here is 2 unconnected molecules or ions with the total composition C4H8Cl4Si from the OMol25 dataset. Energies are from wB97M-V/def2-TZVPD.

Output
M   226.01 g/mol
HOMO level (alpha / beta)   -7.61 / -7.85 eV
Frontier orbital gap (alpha / beta)   0.272 / 0.269 Ha
ΔE to the lowest compared entry with this formula, charge and spin   375.4 kJ/mol
LUMO energy (alpha / beta)   -0.20 / -0.53 eV

Geometry as ORCA input:
```
! RIJCOSX wB97M-V def2-TZVPD def2/J DEFGRID3
* xyz 0 1
C -1.94 -0.07 -1.25
C -0.57 0.11 1.70
C -0.52 -0.18 -0.88
C -0.10 0.58 0.40
Si 2.77 -0.21 0.08
Cl -0.10 2.30 0.19
Cl 2.82 -1.10 -1.74
Cl 3.72 1.56 0.20
Cl 3.16 -1.55 1.52
H -2.09 0.94 -1.71
H -2.59 -0.36 -0.40
H -2.26 -0.91 -2.10
H -0.22 0.72 2.45
H -0.48 -1.03 2.03
H -1.61 0.13 1.74
H -0.17 -1.20 -0.65
H 0.19 0.27 -1.59
*
```

Charge distribution, natural (NBO) scheme, values in e: C -0.623; C -0.712; C -0.496; C -0.012; Si 1.123; Cl -0.006; Cl -0.355; Cl -0.339; Cl -0.350; H 0.227; H 0.210; H 0.215; H 0.230; H 0.234; H 0.217; H 0.216; H 0.222

---

Entry 6:
Here is 4 unconnected molecules or ions with the total composition C4H8Cl8 from the OMol25 dataset. Energies are from wB97M-V/def2-TZVPD.

Output
M   339.73 g/mol
HOMO level   -11.03 eV
Frontier orbital gap   0.417 Ha
SMILES   ClCCl.ClCCl.ClCCl.ClCCl
ΔE to the lowest compared entry with this formula, charge and spin   50.9 kJ/mol
LUMO energy   0.33 eV

Geometry as ORCA input:
```
! RIJCOSX wB97M-V def2-TZVPD def2/J DEFGRID3
* xyz 0 1
Cl 1.21 0.76 2.62
C -0.21 0.02 1.96
Cl -0.65 -1.56 2.74
H -1.05 0.71 1.96
H 0.02 -0.26 0.93
Cl 8.22 -0.61 1.69
C 7.36 -1.53 2.96
Cl 8.32 -1.65 4.49
H 6.39 -1.06 3.14
H 7.25 -2.55 2.60
Cl -6.87 -2.82 -1.90
C -5.28 -3.14 -2.60
Cl -4.06 -1.99 -2.04
H -4.96 -4.15 -2.34
H -5.34 -3.08 -3.68
Cl -1.08 4.78 -1.06
C -2.20 4.62 -2.47
Cl -1.47 4.01 -4.02
H -2.97 3.91 -2.18
H -2.60 5.59 -2.78
*
```

Charge distribution, natural (NBO) scheme, values in e: Cl 0.001; C -0.397; Cl -0.049; H 0.225; H 0.221; Cl -0.033; C -0.367; Cl -0.047; H 0.225; H 0.222; Cl -0.017; C -0.401; Cl -0.028; H 0.223; H 0.222; Cl -0.031; C -0.363; Cl -0.054; H 0.223; H 0.225

---

> Among the records above, which one has the lowest M?

C4H8BrNS

---

> What is the M in the third record?

182.09 g/mol

---

Please write out number 6 again, unchanged.
Here is 4 unconnected molecules or ions with the total composition C4H8Cl8 from the OMol25 dataset. Energies are from wB97M-V/def2-TZVPD.

Output
M   339.73 g/mol
HOMO level   -11.03 eV
Frontier orbital gap   0.417 Ha
SMILES   ClCCl.ClCCl.ClCCl.ClCCl
ΔE to the lowest compared entry with this formula, charge and spin   50.9 kJ/mol
LUMO energy   0.33 eV

Geometry as ORCA input:
```
! RIJCOSX wB97M-V def2-TZVPD def2/J DEFGRID3
* xyz 0 1
Cl 1.21 0.76 2.62
C -0.21 0.02 1.96
Cl -0.65 -1.56 2.74
H -1.05 0.71 1.96
H 0.02 -0.26 0.93
Cl 8.22 -0.61 1.69
C 7.36 -1.53 2.96
Cl 8.32 -1.65 4.49
H 6.39 -1.06 3.14
H 7.25 -2.55 2.60
Cl -6.87 -2.82 -1.90
C -5.28 -3.14 -2.60
Cl -4.06 -1.99 -2.04
H -4.96 -4.15 -2.34
H -5.34 -3.08 -3.68
Cl -1.08 4.78 -1.06
C -2.20 4.62 -2.47
Cl -1.47 4.01 -4.02
H -2.97 3.91 -2.18
H -2.60 5.59 -2.78
*
```

Charge distribution, natural (NBO) scheme, values in e: Cl 0.001; C -0.397; Cl -0.049; H 0.225; H 0.221; Cl -0.033; C -0.367; Cl -0.047; H 0.225; H 0.222; Cl -0.017; C -0.401; Cl -0.028; H 0.223; H 0.222; Cl -0.031; C -0.363; Cl -0.054; H 0.223; H 0.225